Record 1
DFT (the ωB97M-V functional and the def2-TZVPD basis) results for a 5-piece molecular cluster, C38H53Cl8F3N3O5PS overall.

Each line ends with the Mulliken charge.
Element x y z (Å)
Cl  6.633  6.231  2.517  -0.1599
Cl  -6.669  -3.430  2.713  -0.1626
Cl  -2.856  4.707  8.212  -0.1736
Cl  4.500  4.035  -0.075  -0.3087
Cl  3.761  7.984  3.136  -0.1643
Cl  3.688  7.246  -0.929  -0.1878
Cl  -7.483  -0.904  0.554  -0.1083
Cl  -1.767  5.944  5.215  -0.2201
S  2.126  0.879  1.708  -0.2673
P  -1.002  -4.190  0.749  0.2051
F  -1.470  -3.398  -2.413  -0.1939
F  1.991  -5.727  -0.081  -0.2399
F  0.620  -1.487  3.431  -0.2333
O  -2.544  -3.380  0.739  -0.4172
O  0.964  -7.053  -1.811  -0.4885
O  -2.192  4.748  2.508  -0.4310
O  3.293  -2.378  -2.950  -0.2874
O  -0.894  -5.426  -3.581  -0.4667
N  0.933  -4.522  -2.109  0.7368
N  3.449  1.375  -1.870  -0.2047
N  -0.174  -1.391  2.307  0.6127
C  1.262  -3.297  -1.285  -0.2945
C  -0.460  -4.486  -2.696  0.5430
C  -3.375  -0.745  2.870  -0.4267
C  1.387  -4.032  -6.471  0.1172
C  -0.689  0.048  2.351  -0.4878
C  2.077  -3.516  -7.903  -1.0782
C  1.241  -5.816  -1.390  0.6043
C  4.120  1.304  -3.247  -0.6216
C  -8.585  -2.117  1.252  -0.4639
C  -2.778  2.035  2.667  0.5307
C  -0.444  -4.620  2.559  -0.9378
C  -1.747  3.324  2.451  0.0608
C  -4.553  -1.517  -0.950  -0.1292
C  1.886  -0.644  0.579  0.1683
C  -2.999  6.383  7.627  -0.4637
C  0.398  -2.993  0.115  -0.0894
C  2.617  6.028  -0.192  -0.5095
C  -3.839  -0.484  0.154  0.1608
C  0.319  1.360  2.103  0.7343
C  3.214  -4.404  -4.426  0.5798
C  3.363  5.116  0.769  0.7997
C  -8.190  -2.505  2.668  -0.5134
C  2.460  -2.269  -1.743  0.3100
C  0.654  -1.663  1.071  -0.8060
C  2.761  -0.938  -0.776  0.2939
C  -2.279  0.453  2.643  0.2817
C  3.958  0.152  -1.139  -0.7838
C  -4.449  -0.904  1.621  0.1343
C  6.499  7.850  3.250  -0.4606
C  -4.383  2.423  2.911  -1.0193
C  -0.156  -3.387  -6.499  -1.0161
C  3.922  -3.701  -3.083  -0.5456
C  -3.214  6.449  6.123  -0.3810
C  -5.025  -2.471  -1.890  -0.8131
C  4.316  -4.801  -5.574  -1.3133
C  -0.163  2.925  2.156  -0.5358
C  5.253  7.990  4.109  -0.5021
C  2.117  -3.371  -5.153  -0.3394
H  2.653  4.475  1.300  -0.3293
H  -3.855  6.827  8.144  0.3181
H  3.201  -3.847  -7.958  0.2699
H  -4.686  -2.071  1.555  -0.1838
H  2.638  -2.348  -5.478  0.2072
H  1.434  -3.918  -8.825  0.3340
H  4.366  0.529  -0.085  0.3724
H  3.732  -4.331  -2.112  0.2054
H  5.235  -5.314  -5.011  0.3944
H  -2.099  6.927  7.930  0.3130
H  3.906  2.203  -1.401  0.0702
H  -3.998  -0.523  3.850  0.3469
H  -1.267  -4.277  3.331  0.2982
H  4.790  -3.863  -6.131  0.2355
H  3.973  2.365  -3.729  0.3079
H  3.927  5.688  1.513  -0.1381
H  1.234  -3.076  -4.407  -0.0290
H  0.541  -4.017  2.859  0.2481
H  -8.599  -2.986  0.585  0.3086
H  -0.136  -2.211  -6.594  0.2531
H  -4.781  2.722  1.826  0.2588
H  -5.031  1.481  3.223  0.1966
H  3.555  0.439  -3.827  0.1333
H  -4.532  3.353  3.606  0.2394
H  7.393  7.993  3.864  0.3345
H  -2.682  -0.740  0.149  0.0673
H  -3.432  7.479  5.823  0.3298
H  -8.962  -3.143  3.108  0.3740
H  -9.585  -1.673  1.253  0.3171
H  0.576  3.843  1.972  -0.0111
H  5.277  8.943  4.646  0.3486
H  3.780  -5.534  -6.326  0.2985
H  -0.826  -3.860  -7.348  0.3483
H  -2.044  5.088  3.459  0.1802
H  5.180  7.185  4.847  0.3054
H  1.837  6.576  0.345  0.2946
H  1.949  -2.335  -7.937  0.2541
H  -4.051  5.819  5.807  0.2929
H  2.572  -5.362  -4.139  0.1583
H  -8.071  -1.625  3.308  0.2966
H  2.142  5.461  -0.998  0.4008
H  5.068  -3.508  -3.311  0.4454
H  6.518  8.590  2.444  0.3064
H  -2.839  -1.789  2.973  -0.1038
H  -5.449  -0.314  1.772  0.1580
H  4.810  -0.436  -1.696  0.2751
H  -0.723  -3.608  -5.475  0.1717
H  5.278  1.121  -3.148  0.2677
H  -0.141  -5.764  2.679  0.3555
H  -5.321  -3.296  -2.686  0.3244
H  1.319  -5.205  -6.455  0.2914
H  -4.077  0.623  -0.171  0.4000
H  -3.098  -3.776  1.477  0.2614

Calculated total energy in eV: -183397.125
Frontier orbital gap in eV: 7.3
Structure (SMILES): C#CCCCc1c(C)c(O)cc2c1N(F)c1c(c(CNC)c(OC[C@H](C)CC(C)C)c(N(C(=O)F)C(=O)F)c1P(C)O)S2.ClCCCl.ClCCCl.ClCCCl.ClCCCl

Record 2
DFT (the ωB97M-V functional and the def2-TZVPD basis) results for a 3-piece molecular cluster, C38H53FN4O4S2 overall.

Each line ends with the Mulliken charge.
Element x y z (Å)
S  0.069  3.949  -2.951  -0.1290
S  -0.364  4.081  0.025  -0.1258
F  0.951  -3.450  2.335  -0.2934
O  -0.112  1.459  6.929  -0.2402
O  0.350  -1.573  6.888  -0.4981
O  -2.129  -2.789  2.563  -0.5031
O  -1.555  0.652  8.187  -0.1847
N  5.037  -3.586  -3.537  0.0667
N  -1.092  1.717  7.890  0.0527
N  -0.969  1.775  -1.735  0.2445
N  1.723  6.798  -4.504  0.1085
C  -1.181  3.161  1.411  0.1360
C  7.222  -3.913  -3.740  -0.5174
C  -5.439  -2.049  0.220  -0.3580
C  2.489  1.196  -1.183  -0.6929
C  0.923  -2.322  4.542  -0.4927
C  -5.700  -3.513  0.857  -0.7405
C  -1.471  -0.640  3.720  0.3266
C  -3.495  -0.451  -0.451  0.6143
C  -2.526  3.895  1.977  -0.6281
C  -0.851  1.150  5.717  0.0728
C  -4.075  -1.944  -0.648  -0.8269
C  -6.441  -4.196  -1.529  -0.7652
C  -0.161  0.825  -0.910  0.2277
C  1.167  0.468  -1.795  -0.9836
C  -0.733  -0.237  5.051  0.7685
C  -2.513  1.836  3.675  0.2946
C  4.645  -4.084  1.912  -0.8557
C  -2.436  1.681  -1.470  -0.0162
C  2.920  7.763  -6.103  -0.5701
C  -3.438  2.886  2.864  -0.8112
C  0.214  -1.397  5.661  -0.1020
C  4.869  -3.059  0.657  -0.2245
C  -1.774  2.196  5.000  -0.4024
C  2.477  8.764  -5.203  -0.4499
C  0.278  -2.663  3.316  0.3297
C  -1.227  -2.113  3.111  0.3803
C  -0.478  3.155  -1.559  -0.1250
C  6.545  -5.056  -4.233  -0.3679
C  2.437  6.561  -5.647  -0.2831
C  6.265  -3.021  -3.320  -0.3485
C  2.964  0.504  0.201  -0.3671
C  1.737  8.139  -4.229  -0.4503
C  -6.900  -4.222  0.029  -0.5348
C  -2.365  0.425  3.055  -0.3414
C  -3.105  0.273  -1.860  -1.0406
C  5.198  -4.825  -4.098  -0.5380
C  3.912  -1.803  0.930  -0.5162
C  4.208  -0.529  -0.030  -0.3161
H  -2.925  0.193  2.086  0.2140
H  -4.714  -4.113  0.810  0.2968
H  -2.937  2.478  -2.145  0.4412
H  -4.212  0.251  0.116  0.3064
H  3.989  -1.401  2.007  0.2348
H  5.969  -2.773  0.521  0.3028
H  -2.466  -0.393  -2.529  0.3067
H  6.994  -5.949  -4.642  0.3884
H  1.987  -2.697  4.708  0.3969
H  -1.367  2.065  1.167  -0.4800
H  -5.306  -4.273  -1.611  0.1602
H  -1.924  3.250  5.437  0.3442
H  -7.008  -5.276  0.450  0.3241
H  8.290  -3.759  -3.697  0.3981
H  -5.946  -3.355  1.962  0.3034
H  2.541  5.559  -6.037  0.3462
H  -2.148  4.718  2.690  0.4020
H  -3.330  -2.700  -0.197  0.2268
H  2.675  9.824  -5.263  0.3788
H  6.352  -2.036  -2.886  0.3821
H  1.223  8.532  -3.365  0.3375
H  1.258  6.095  -3.951  0.1820
H  2.102  -0.028  0.732  0.1172
H  -4.205  -2.247  -1.744  0.3656
H  4.780  -5.159  1.536  0.3282
H  -5.341  -1.310  1.092  0.2832
H  4.152  -3.157  -3.319  0.1665
H  2.832  -2.121  0.709  0.2314
H  -0.663  -0.176  -0.701  -0.0515
H  -3.118  4.370  1.121  0.3284
H  -7.834  -3.584  0.223  0.2811
H  3.525  7.907  -6.986  0.3741
H  -6.746  -3.183  -1.962  0.2165
H  -2.561  -0.559  0.222  -0.4779
H  5.392  -3.844  2.739  0.2678
H  2.271  2.320  -1.078  0.3053
H  -4.104  0.514  -2.376  0.3409
H  4.278  -0.836  -1.144  -0.0067
H  4.455  -3.630  -0.257  0.0983
H  3.336  0.990  -1.940  0.3931
H  -6.318  -1.671  -0.419  0.2604
H  5.206  -0.012  0.213  0.3176
H  -4.170  2.345  2.156  0.1795
H  -2.757  1.932  -0.403  -0.1933
H  -4.094  3.452  3.628  0.4280
H  3.410  1.357  0.842  0.3052
H  3.564  -3.916  2.278  0.1046
H  4.343  -5.434  -4.350  0.3708
H  0.988  0.825  -2.868  0.3421
H  1.368  -0.660  -1.818  0.3935
H  -6.943  -5.027  -2.126  0.3421
H  -0.454  3.164  2.311  0.5300
H  0.244  1.264  0.067  -0.1180

Calculated total energy in eV: -78788.895
Frontier orbital gap in eV: 6.1
Structure (SMILES): CCCCCCCCN(CCCCCCCC)C(=S)SCCCc1cc(ON=O)c2c(c1)C(=O)C(F)=CC2=O.c1cc[nH]c1.c1cc[nH]c1

Record 3
DFT (the ωB97M-V functional and the def2-TZVPD basis) results for C38H53N4OP2PbS as an isolated structure.

Each line ends with the Mulliken charge.
Element x y z (Å)
Pb  -0.215  0.006  0.337  2.0563
S  3.818  -1.592  3.955  -0.3610
P  0.902  2.622  0.135  0.5128
P  -0.037  -2.614  -0.836  0.2811
O  -3.564  0.808  2.317  -0.2309
N  1.811  -1.028  2.348  0.8265
N  3.973  -0.386  1.582  -0.1150
N  -1.699  0.570  -1.522  -0.1605
N  1.463  0.022  -1.608  1.4903
C  0.168  4.075  2.425  -1.8253
C  -2.374  1.658  -4.846  -0.1678
C  2.403  -0.938  -3.587  -0.8045
C  2.702  -2.977  -0.459  -2.4756
C  -4.394  0.944  -3.671  -0.3298
C  -0.134  -1.846  3.688  0.0966
C  1.754  -2.482  5.704  -0.4115
C  0.381  -2.684  5.910  -0.6066
C  -5.157  1.286  -4.786  -0.7074
C  2.376  2.069  -0.646  -0.9779
C  1.563  -4.840  -1.650  -1.8060
C  -2.616  0.504  1.760  0.3171
C  -0.554  -2.376  4.911  -0.8473
C  3.465  -0.030  -3.542  -0.9520
C  0.035  3.875  -1.024  2.0360
C  0.345  -1.989  -2.530  -1.0494
C  0.666  5.268  -0.928  -2.0012
C  -1.454  3.922  -0.635  -1.5051
C  -1.734  -3.478  -0.863  2.0183
C  -2.753  -2.611  -1.620  -1.6945
C  3.127  -0.931  2.488  -0.1291
C  -2.998  1.144  -3.688  0.0873
C  1.946  2.320  2.705  -1.8308
C  1.193  -4.493  0.844  -1.8845
C  3.511  0.907  -2.528  -1.1007
C  1.408  -3.812  -0.520  2.1984
C  2.545  4.440  1.591  -1.8439
C  1.457  -0.923  -2.563  -0.2252
C  -2.243  0.837  -2.535  0.3856
C  1.412  3.428  1.783  2.0380
C  -1.679  -4.848  -1.545  -2.0750
C  -2.187  -3.631  0.603  -1.5531
C  0.183  3.386  -2.473  -1.4022
C  -3.152  2.005  -5.952  -0.7932
C  -4.537  1.823  -5.918  -0.3539
C  2.447  0.995  -1.592  0.1084
C  1.236  -1.623  3.479  -0.5556
C  2.176  -1.964  4.483  0.3150
H  2.149  2.749  3.699  0.6673
H  -4.865  0.524  -2.779  0.4394
H  -5.141  2.097  -6.783  0.4058
H  2.304  -1.673  -4.381  0.4978
H  -1.279  -4.785  -2.566  0.3471
H  -0.171  4.976  1.897  0.2791
H  -0.393  4.050  -3.136  0.6572
H  0.606  -2.829  -3.189  0.5080
H  1.229  3.415  -2.797  0.3087
H  -2.883  -1.620  -1.170  0.0451
H  2.416  -5.489  -1.404  0.5063
H  -1.465  -4.198  1.205  0.2868
H  2.286  5.278  0.938  0.2961
H  2.798  4.861  2.575  0.5254
H  -1.603  4.294  0.385  0.2763
H  0.519  5.746  0.047  0.3373
H  -6.237  1.135  -4.768  0.3984
H  0.034  -3.083  6.864  0.3907
H  -1.919  2.932  -0.714  0.0539
H  -1.288  1.777  -4.867  0.4441
H  4.312  1.639  -2.444  0.5254
H  0.688  -5.486  -1.771  0.2880
H  -0.837  -1.576  2.897  0.1198
H  0.185  5.919  -1.673  0.5263
H  0.415  4.381  3.453  0.5236
H  1.777  -4.361  -2.613  0.3603
H  2.988  -2.603  -1.451  0.3206
H  -2.673  2.419  -6.840  0.4053
H  -1.113  -5.589  -0.967  0.3446
H  -1.978  4.604  -1.320  0.5149
H  1.237  1.494  2.843  0.1545
H  1.057  -3.748  1.644  0.3034
H  2.885  1.890  2.331  0.2046
H  -2.346  -2.657  1.091  0.0822
H  2.617  -2.129  0.231  0.5386
H  2.500  -2.707  6.464  0.4175
H  4.951  -0.344  1.850  0.1960
H  -1.617  -2.553  5.088  0.4285
H  -3.728  -3.121  -1.598  0.6388
H  -2.480  -2.480  -2.675  0.3463
H  3.522  -3.618  -0.101  0.5960
H  3.446  3.959  1.193  0.3381
H  -2.707  -5.234  -1.624  0.5579
H  -0.674  3.369  2.481  0.2127
H  3.627  0.135  0.778  0.0624
H  -0.576  -1.556  -2.951  0.3597
H  -0.199  2.367  -2.601  -0.2757
H  3.288  2.665  -0.534  0.0701
H  0.339  -5.184  0.842  0.3006
H  2.087  -5.088  1.089  0.5387
H  -3.141  -4.177  0.621  0.5243
H  4.235  -0.061  -4.312  0.4228
H  1.737  5.243  -1.165  0.3915

Total charge: +1
Calculated total energy in eV: -82930.273
ΔE to the lowest compared entry with this formula, charge and spin in eV: 0.000
Frontier orbital gap in eV: 5.8

Record 4
DFT (the ωB97M-V functional and the def2-TZVPD basis) results for C38H53N5O4PtS4Si2Te as an isolated structure.

Each line ends with the Mulliken charge.
Element x y z (Å)
Pt  -1.028  0.672  0.999  0.4596
Te  0.127  -1.186  2.469  0.1570
S  -1.100  1.987  -3.010  0.0225
S  -2.176  4.539  -1.926  0.0849
S  1.115  4.456  2.594  -0.1978
S  3.322  0.491  -1.910  0.4454
Si  -3.189  -1.517  4.210  0.3724
Si  1.816  -3.948  1.392  0.3026
O  -1.947  5.754  1.034  -0.6428
O  -4.897  -3.688  -3.274  -0.3487
O  2.982  -0.842  -1.213  -0.6027
O  -4.532  2.451  1.062  -0.5635
N  -0.313  2.202  1.800  -0.4060
N  -1.946  -0.341  -0.384  -0.4951
N  -3.171  -1.964  -1.778  0.2952
N  -2.466  3.351  0.551  0.5487
N  -2.035  2.400  -0.373  -0.4318
C  5.382  -1.385  -4.720  -0.3860
C  3.742  1.523  -0.454  -0.6092
C  -2.859  -3.378  -1.781  -0.3071
C  -4.748  -2.158  3.299  -0.9567
C  3.380  -4.565  0.507  -1.0784
C  -1.520  4.659  -3.565  -0.5725
C  0.307  3.135  2.196  0.7278
C  -3.769  6.550  4.067  -0.5859
C  3.572  0.074  -6.314  -0.7630
C  -3.879  4.706  1.888  0.4807
C  0.239  -4.894  0.790  -0.5007
C  7.459  1.856  0.487  -0.8396
C  6.663  -0.311  1.238  -0.9205
C  -3.713  3.333  1.090  0.1843
C  -4.857  5.706  3.889  -0.3637
C  -2.704  6.496  3.151  -0.5346
C  2.068  -4.218  3.222  -1.0446
C  -3.074  -1.661  6.076  -1.0936
C  -1.643  2.968  -1.531  -0.0790
C  4.922  0.146  -2.810  -0.7994
C  -1.660  -2.369  3.408  -0.6490
C  3.851  0.476  -5.038  -0.2278
C  5.140  -1.812  -6.021  -0.5836
C  6.205  2.150  0.056  -0.2481
C  1.328  -2.162  0.983  0.4019
C  7.690  0.593  1.032  -0.2687
C  -4.077  -4.261  -2.258  -0.6508
C  5.356  0.038  0.770  0.4958
C  4.198  -1.089  -6.814  -0.4414
C  5.118  1.240  0.094  0.1193
C  -1.494  3.278  -4.263  -0.5762
C  -3.834  -1.500  -3.074  -0.5290
C  -3.352  0.314  3.877  -0.8648
C  4.692  -0.304  -4.198  0.5437
C  -2.455  -1.113  -1.122  0.4830
C  -4.893  4.797  2.839  -0.6828
C  -5.097  -2.286  -3.226  -0.6181
C  -2.847  5.684  1.959  0.6601
H  -0.234  -5.323  1.651  0.3823
H  3.259  -4.532  -0.577  0.3524
H  -5.570  -1.433  3.396  0.3397
H  2.998  -3.758  3.440  0.3294
H  3.574  -5.639  0.787  0.3261
H  -4.340  0.582  4.280  0.3724
H  -1.106  -3.105  3.983  0.4958
H  8.669  0.274  1.315  0.4134
H  -0.303  -4.106  0.272  -0.3332
H  0.528  -5.769  0.132  0.3820
H  -4.714  -4.549  -1.437  0.3609
H  2.776  0.545  -6.817  0.4005
H  -2.018  -2.887  2.434  0.1125
H  4.281  -4.001  0.689  0.3404
H  -4.542  -2.256  2.182  0.1391
H  5.943  3.115  -0.342  0.3608
H  -3.710  7.104  4.996  0.4156
H  6.953  -1.222  1.785  0.3736
H  -3.674  -5.224  -2.684  0.2971
H  6.117  -1.951  -4.112  0.3272
H  3.698  2.606  -0.698  0.4918
H  2.925  1.355  0.287  0.1455
H  -0.545  5.176  -3.604  0.3432
H  -2.595  0.890  4.405  0.3937
H  -3.433  0.596  2.801  -0.0422
H  -5.130  -3.164  3.632  0.3450
H  -1.936  -3.537  -2.365  0.3529
H  2.188  -1.500  0.867  -0.7036
H  -1.900  4.237  0.584  0.5516
H  -2.635  -3.721  -0.786  0.1894
H  4.551  -0.688  0.914  0.1429
H  2.149  -5.290  3.535  0.3190
H  5.416  -0.588  -2.152  0.4214
H  1.267  -3.863  3.855  0.3296
H  -4.019  -0.449  -3.011  0.4180
H  8.268  2.576  0.415  0.3972
H  -2.487  -0.818  6.534  0.3151
H  3.422  1.403  -4.653  0.3856
H  -3.105  -1.602  -3.914  0.3139
H  -5.790  4.174  2.739  0.4314
H  -5.572  -2.088  -4.222  0.3382
H  5.428  1.148  -2.736  0.4223
H  -2.161  5.404  -4.140  0.4105
H  -4.027  -1.587  6.597  0.3418
H  0.833  -2.040  -0.006  0.3199
H  -5.822  -1.996  -2.468  0.3341
H  4.059  -1.330  -7.851  0.3829
H  -5.700  5.682  4.562  0.4301
H  -0.612  3.186  -4.922  0.3781
H  -2.563  -2.586  6.408  0.3530
H  5.729  -2.619  -6.425  0.4052
H  -2.422  3.057  -4.758  0.3448
H  -1.766  7.033  3.229  0.4881

Total charge: +2
Calculated total energy in eV: -125520.757
ΔE to the lowest compared entry with this formula, charge and spin in eV: 2.419
Frontier orbital gap (spin up / spin down) in eV: 5.9 / 3.1
Spin multiplicity: 5